(1)
159
Properties=species:S:1:pos:R:3:lowdin_charge:R:1 method="wB97M-V/def2-TZVPD" total_energy_ev=-1096639.201 total_charge=0 gap_ev=7.42 lumo_ev=-0.62
Cl 6.90069 -5.34268 0.19836 0.56
H -2.98246 1.89286 -1.12771 0.12
C -8.56555 2.85473 6.07431 -2.01
Cl 4.54270 6.98236 7.63747 0.53
Cl -1.50922 -0.30761 -10.12251 0.49
H -2.77248 -1.75280 -1.02607 0.09
C 0.26371 2.40571 -4.05390 -1.96
Cl 5.00762 0.62617 1.44557 0.52
Cl -9.46606 2.05413 7.37062 0.53
Cl 2.91282 -2.49611 -5.92823 0.53
Cl 13.17847 5.26362 -5.03358 0.52
H 0.92854 1.67839 1.82857 0.10
C 8.68848 3.69997 -7.44699 -2.06
H -6.55520 -0.97085 -0.47625 0.11
H 0.10255 -1.46219 3.68235 0.02
H -2.18423 0.77043 4.33945 0.07
C -4.30021 -1.44449 0.43116 -0.08
Cl 2.10177 -0.19160 4.71884 0.59
Cl -10.27992 -8.73241 -7.17209 0.52
C -8.81755 1.11052 1.89756 -0.14
C 8.54212 6.38473 2.16774 -2.04
Cl -0.32208 2.57237 -2.38766 0.69
H -2.53004 -1.51874 2.43297 0.07
Cl 8.64419 6.08379 3.90834 0.52
C -6.26147 -7.27278 -2.00326 -2.00
H 2.08751 -0.72082 -1.43561 0.01
H -0.98814 -1.69024 0.45352 0.03
C 2.26793 5.13809 13.31400 -2.06
Cl 1.20717 4.06623 12.39313 0.51
H 1.92816 0.77344 -0.71551 0.06
H 0.07511 3.94783 1.07199 0.11
H -9.48324 1.69544 2.51426 0.02
Cl 0.38894 -1.19022 -6.46192 0.46
Cl 7.83913 0.19392 1.09423 0.52
Cl 10.16613 6.63469 1.51699 0.53
C -5.41570 -0.82665 3.34497 -1.03
C -3.49913 -3.61323 -0.32431 -0.10
Cl -6.29348 -8.75691 -1.04425 0.53
Cl 2.64790 -7.70209 -2.20389 0.53
C -1.50169 2.99379 -0.06992 -0.22
Cl -9.10728 4.53163 5.93223 0.53
C -8.10359 0.50429 -0.29759 -0.09
Cl 5.25639 -8.50131 -3.15038 0.53
Cl -8.56485 -6.59290 -6.26972 0.52
C 11.93081 6.50871 -4.89798 -2.05
C 6.57731 1.42032 1.28307 -2.00
P -0.02607 -1.08563 1.30639 0.86
Cl -0.02474 2.34116 -8.06587 0.48
C -3.48629 -2.23272 -0.36217 -0.10
Cl -8.82950 1.99527 4.55446 0.65
Cl 4.69679 -5.71988 -2.62079 0.48
S -5.77823 -1.36779 4.83354 0.75
Cl 1.66111 4.66180 -8.37406 0.52
C 4.62819 -2.44655 9.21134 -2.06
Cl 1.79250 6.66741 6.81615 0.52
Cl -5.32992 -7.54751 -3.48333 0.52
C -9.60923 -7.92170 -5.75198 -2.06
Cl -2.89858 -0.35131 -12.96437 0.49
C -5.22464 -3.45981 1.31886 0.00
Cl -0.76669 1.25002 -4.91018 0.47
Cl 4.43499 1.50015 4.82700 0.51
C -2.00203 -1.19926 3.33366 -0.25
Cl -8.66757 -9.07174 -4.80223 0.50
H 2.35778 -0.26261 1.25679 0.04
Cl 1.84877 6.82149 12.96667 0.51
N -6.09782 -1.41284 2.21421 -0.10
C -7.03996 -0.53339 1.57138 -0.21
Cl 5.75907 -3.15958 -1.33148 0.46
C 4.02011 -7.23956 -3.21645 -2.04
Cl 2.55420 6.13096 9.54843 0.50
C 0.05623 1.76974 1.18893 -0.09
Cl -10.92678 -7.28173 -4.76100 0.52
Cl 5.19213 -0.93413 9.93648 0.51
Cl 10.06098 2.93231 -6.63941 0.50
C -2.88069 -0.85107 -9.15547 -2.03
Cl 8.05471 2.61646 -8.68989 0.53
H -2.02182 -2.06691 3.99517 0.11
Cl 4.88868 0.72183 -3.55708 0.50
C -2.13330 1.82192 -0.45401 -0.23
H -3.24305 -0.48240 4.95233 -0.03
C -3.54480 1.93722 8.10662 -2.04
H 2.65792 -3.60118 1.82636 -0.06
Cl -3.14552 -2.57575 -9.42660 0.54
Cl -6.84116 2.80577 6.42671 0.51
Cl 6.32240 -1.68819 -4.22518 0.51
C -2.08176 -0.97256 -14.40069 -2.05
H -0.12817 -3.81122 -0.09678 0.04
Cl 4.09063 -4.70316 0.46712 0.58
C 1.23348 -2.32641 -5.40371 -2.02
Cl 6.07865 -2.92365 1.53011 0.53
Cl 9.20917 5.21329 -8.19400 0.52
Cl -1.99539 -2.73527 -14.31085 0.52
Cl 1.93102 1.80353 -4.03591 0.49
H -0.34414 0.20502 3.41670 0.05
C 1.69209 -0.80903 0.58019 -0.36
C -5.19439 -2.07278 1.29306 -0.26
Cl 12.24236 7.50279 -3.47044 0.52
H 2.15847 -1.78132 0.40118 0.06
Cl 2.06650 4.82667 15.04097 0.53
Cl 7.18939 -0.06195 -2.00241 0.48
H -5.91829 -3.95826 1.98976 0.13
C -7.17419 -0.39461 0.19650 -0.02
Cl 7.42733 4.03282 -6.25377 0.50
O 2.06421 -3.33639 2.55192 -0.21
H -9.62121 1.98449 0.12119 0.10
Cl 10.34944 5.73923 -4.74917 0.50
C 5.71236 -4.04106 0.21328 -2.00
P 0.58351 -3.23019 1.86933 0.39
Cl 5.96828 -3.59501 9.12747 0.53
S -4.23808 0.48228 3.05520 0.90
C -0.52236 -0.81118 3.06080 -0.36
C 3.06938 6.03142 7.86272 -2.04
C 6.48724 -0.03232 -3.62055 -2.02
C 2.82342 1.22798 5.49388 -2.02
Cl -2.31569 1.18598 9.13016 0.53
Cl 7.56175 7.82622 1.87660 0.53
C -4.40365 -4.24049 0.52901 -0.22
H -1.90258 3.93490 -0.43595 0.10
H -4.25657 -0.36496 0.39366 0.08
Cl -2.54512 -0.56942 -7.44082 0.49
Cl -1.20580 4.96688 -8.22821 0.52
Cl -2.97898 -0.49918 -15.84829 0.52
H -2.83843 -4.22581 -0.92893 0.11
Cl -4.20036 0.74545 6.97482 0.52
N -1.71665 0.63620 -0.02742 0.09
Cl -0.44550 -0.30609 -14.47775 0.52
Cl -7.91200 -6.80963 -2.42667 0.50
Cl 7.53513 0.90002 -4.69098 0.53
C 0.10853 3.93657 -8.80788 -2.05
N 1.58901 -0.17745 -0.74667 -0.01
Cl 7.79662 4.99188 1.37781 0.47
Cl -4.32705 0.05004 -9.62894 0.53
Cl 1.18812 -1.71983 -3.74174 0.52
C -7.88491 0.21376 2.39464 -0.08
H -7.81017 0.08352 3.46290 0.03
O 0.59748 -4.10814 0.46549 -0.21
C -0.39567 3.02365 0.76303 -0.07
Cl 3.94800 4.84335 12.85305 0.52
H -4.42581 -5.31487 0.59702 0.02
Cl -2.81516 3.26354 7.18615 0.52
Cl 2.94435 0.94202 7.23097 0.50
Cl -5.49970 -5.97263 -1.05281 0.66
Cl 3.38405 4.34521 7.44390 0.49
Cl 3.33098 -3.12486 10.20007 0.53
Cl 0.00119 3.77894 -10.56573 0.53
Cl -4.84969 2.57280 9.11420 0.51
Cl 0.21720 3.97243 -4.86935 0.53
C -2.80138 -0.07924 4.04467 -0.47
Cl 3.47858 -7.02887 -4.88612 0.52
O -0.38994 -3.86907 2.77762 -0.33
H -8.20069 0.64656 -1.37001 0.11
C -0.64184 0.64984 0.74803 -0.40
Cl 6.55131 2.47777 -0.14065 0.50
C -8.91214 1.26577 0.51418 -0.09
Cl 6.90793 2.36906 2.73866 0.50
Cl 11.95629 7.52699 -6.34240 0.52
Cl 0.43157 -3.89954 -5.47178 0.54
Cl 1.81593 2.64847 5.19130 0.51
Cl 4.02177 -2.12264 7.58579 0.50

***

(2)
84
Properties=species:S:1:pos:R:3:lowdin_spin:R:1 method="wB97M-V/def2-TZVPD" spin_multiplicity=5 s2=6.036 total_energy_ev=-130209.897 total_charge=0 gap_ev="7.64 / 6.73" lumo_ev="-0.28 / -1.22"
C 4.22482 0.26109 -1.38141 0.00
H -2.26505 4.78927 2.45850 0.00
H -1.43348 -0.78542 5.72243 0.00
H 0.12398 4.15258 2.36212 0.00
C -2.95798 2.89082 1.73506 0.00
H 0.76126 1.88156 1.62095 0.00
P 1.55641 -0.54254 -1.04632 0.01
C 0.37818 -4.13185 -2.92836 0.51
C 3.87707 -2.07540 -0.92488 0.00
C -1.98100 3.80341 2.11230 0.00
C -1.24474 -1.29051 2.38112 0.01
H 6.25630 0.85419 -1.71028 0.00
C -1.45479 -1.31428 4.77756 0.00
H 0.76077 4.82853 -2.72467 0.00
H 3.21059 -2.90898 -0.76067 0.00
P -0.85679 -0.46379 0.80015 0.04
C 0.77273 1.45067 -2.99456 0.00
C -4.69994 1.46185 -2.60893 0.00
O -3.65414 -2.60480 -0.20017 0.08
H 1.86519 2.37681 5.29056 0.00
C 6.09969 -1.23869 -1.27817 0.00
C 1.51145 3.47679 -1.23788 0.00
C -5.90742 0.77456 -2.60019 0.00
C 2.36349 1.94359 4.42902 0.00
O -5.90063 -2.72353 -0.15684 0.01
C 3.64260 0.94368 2.25689 0.00
C -1.24715 1.26597 1.23935 0.00
C -0.80572 -3.48283 -3.49515 0.06
C 5.23981 -2.29609 -1.01490 0.00
C 2.69906 0.14610 2.89112 0.00
H 3.83746 1.25783 -1.53959 0.00
C 0.94095 -0.53196 0.58927 0.01
O -1.08346 -0.85675 -2.32383 0.12
C 0.92669 3.79367 -2.45477 0.00
C -4.87129 -0.88929 -1.25421 0.00
C 3.36055 -0.78841 -1.08734 0.00
C -6.00091 -0.41540 -1.89719 0.00
C 2.07159 0.64767 4.02216 0.00
C 1.09185 -1.80584 -2.41919 0.02
C -0.29164 -1.45443 -3.07657 0.08
F 2.10317 -1.79662 -3.35274 0.01
C -0.61969 -2.30893 -4.22431 0.07
H -1.96774 -4.40721 3.50098 0.00
C -2.59420 1.62797 1.29768 0.00
H -6.76632 1.15788 -3.13522 0.00
C -1.70009 -2.67905 4.74495 0.00
N 3.23144 2.73079 3.80164 0.00
H 5.62509 -3.30030 -0.89743 0.00
H -2.66392 1.43117 -1.88759 0.00
H -1.58612 -3.17649 1.40290 0.00
C -1.23301 -0.61760 3.59892 0.00
C -0.64087 3.44983 2.05525 0.00
C -4.84972 -2.20088 -0.46301 0.01
H 4.58980 2.87683 2.27001 0.00
C -3.62284 0.92698 -1.92797 0.00
F -1.88942 -3.52254 -2.69305 0.02
C -1.53136 -2.65518 2.35208 0.01
C -0.27759 2.18189 1.62289 0.00
H 4.18595 0.58651 1.39178 0.00
C 0.84269 -3.19408 -1.91802 0.00
C 0.57475 2.78113 -3.33320 0.00
H -6.91510 -0.98904 -1.84311 0.00
H 7.16537 -1.41442 -1.35067 0.00
H -3.34972 0.90396 1.01260 0.00
N -3.70933 -0.23280 -1.27522 0.04
F 1.27524 -4.61601 -3.77399 0.15
H 1.35242 0.04701 4.56275 0.00
C 3.86712 2.22241 2.74859 0.00
Te 2.03870 -1.70140 2.01083 0.00
F 0.31141 -2.37154 -5.20161 0.02
H -4.00455 3.16092 1.80025 0.00
H 2.13977 1.90096 0.06499 0.00
F 0.00637 -3.18943 -0.78493 0.02
C 5.59148 0.03441 -1.47039 0.00
H -1.86224 -3.22057 5.66819 0.00
Co -2.12584 -1.57461 -0.75867 2.68
C 1.69050 2.14974 -0.88810 0.00
H -4.59728 2.39959 -3.13717 0.00
H 0.54045 0.69104 -3.72217 0.00
H 1.81468 4.26113 -0.55648 0.00
H -1.04440 0.44745 3.62650 0.00
C -1.75155 -3.34733 3.53063 0.00
H 0.14513 3.02618 -4.29621 0.00
C 1.29492 1.12032 -1.74566 0.00